Entry 1:
Here is a 3-piece molecular cluster, C33H63N6O3Si overall at a distorted geometry from the OMol25 dataset. Energies are from the ωB97M-V functional and the def2-TZVPD basis.

CARTESIAN COORDINATES (ANGSTROEM)
C: 1.562507 -0.864914 -0.425930
Si: 1.250742 0.754574 -1.373173
C: 2.586020 2.000945 -0.746361
C: 1.636651 0.440113 -3.205568
C: -0.446627 1.598206 -1.027307
C: -0.463298 2.800088 -2.061456
N: -1.129073 2.138033 -3.239602
C: -2.146328 1.360774 -2.570136
N: -3.304607 1.252580 -3.175636
C: -4.426946 0.513707 -2.557261
C: -5.715770 1.419557 -2.419829
C: -5.660224 2.447750 -1.234397
C: -5.251023 1.823403 0.148639
O: -5.310405 2.747921 1.234098
N: -1.719033 0.881331 -1.321248
C: -1.726475 -0.550932 -1.107032
C: -1.831197 -1.005294 0.290415
C: -1.792679 -2.437560 0.507007
N: -1.676074 -3.418065 -0.429160
C: -1.589347 -2.960045 -1.702080
C: -1.600424 -1.569590 -2.143956
H: 1.112930 -1.701649 -1.036755
H: 1.110032 -0.922558 0.593133
H: 2.673819 -1.038716 -0.435830
H: 3.350480 1.442156 -0.156090
H: 2.059932 2.677127 -0.008895
H: 3.000409 2.592263 -1.598159
H: 2.698912 0.120866 -3.396958
H: 1.536074 1.436400 -3.734096
H: 0.895389 -0.248246 -3.705096
H: -0.341007 1.945724 0.030037
H: -1.136357 3.563763 -1.568471
H: 0.538493 3.239342 -2.297789
H: -1.593677 2.955812 -3.662361
H: -3.381415 1.717153 -4.083978
H: -4.195688 0.068372 -1.563634
H: -4.693188 -0.326452 -3.258783
H: -5.874446 2.019208 -3.362800
H: -6.594292 0.722380 -2.354418
H: -5.043630 3.365544 -1.459368
H: -6.710202 2.840525 -1.096719
H: -4.186526 1.446056 0.052263
H: -5.874438 0.894133 0.314650
H: -4.518803 2.563427 1.767827
H: -1.920276 -0.233687 1.088127
H: -1.837515 -2.771090 1.576036
H: -1.457278 -3.731263 -2.503507
H: -1.507250 -1.232486 -3.198241
C: -6.951294 -2.109461 4.398277
C: -5.467926 -2.248324 3.963795
C: -5.038214 -3.727883 3.977895
C: -4.794098 -4.277950 5.376701
C: -3.794517 -3.399780 6.122283
C: -4.214845 -1.921107 6.163801
N: -4.594883 -1.386932 4.815313
O: -3.469647 -1.172465 4.141690
C: -5.385117 -1.773526 7.163620
C: -3.082832 -1.102238 6.811048
C: -5.494643 -1.800023 2.490081
H: -7.502697 -3.037454 4.233826
H: -7.094684 -1.836482 5.438457
H: -7.459224 -1.321867 3.836407
H: -4.111288 -3.845429 3.401579
H: -5.784763 -4.342813 3.471366
H: -5.739589 -4.346881 5.924261
H: -4.404047 -5.296660 5.307505
H: -3.670502 -3.781114 7.139821
H: -2.815042 -3.496840 5.640162
H: -5.834565 -0.779462 7.100126
H: -5.037568 -1.902284 8.190999
H: -6.165239 -2.522423 7.031821
H: -2.130742 -1.213796 6.290762
H: -2.910529 -1.426233 7.839207
H: -3.335158 -0.038624 6.841216
H: -5.746889 -0.739289 2.403843
H: -6.247633 -2.362186 1.932453
H: -4.541684 -1.964615 1.982713
C: 8.371025 1.350747 -0.747513
C: 7.495715 0.538736 -1.738982
C: 8.374056 -0.387466 -2.601710
C: 9.134107 0.342565 -3.700544
C: 8.170869 1.154646 -4.558923
C: 7.307261 2.122294 -3.733113
N: 6.651184 1.459452 -2.558801
O: 5.628986 0.752908 -3.024195
C: 8.197012 3.300461 -3.273521
C: 6.280408 2.789165 -4.666788
C: 6.665261 -0.367808 -0.806016
H: 9.322475 0.850852 -0.555224
H: 8.603797 2.360161 -1.070600
H: 7.868268 1.480478 0.213905
H: 7.744600 -1.151218 -3.075622
H: 9.080844 -0.931454 -1.972133
H: 9.904757 0.984970 -3.262099
H: 9.658807 -0.382598 -4.327851
H: 8.740193 1.710410 -5.309700
H: 7.528872 0.462576 -5.115597
H: 7.678214 3.923533 -2.540653
H: 8.454569 3.945556 -4.116620
H: 9.152017 2.985117 -2.855246
H: 5.651525 2.065754 -5.187494
H: 6.783049 3.372303 -5.440926
H: 5.631010 3.472800 -4.112027
H: 5.978629 0.221558 -0.192319
H: 7.324222 -0.917385 -0.129982
H: 6.081253 -1.111664 -1.350883

Cartesian forces (eV/Å) of the 6 atoms listed first:
C -0.4 -0.6 -0.6
Si 2.1 -1.0 0.3
C -1.3 0.2 0.5
C -0.6 0.7 -0.9
C 1.8 0.6 -0.5
C -0.3 -0.5 1.8

**HOMO (alpha / beta)**: -10.43 / -11.16 eV
**⟨S²⟩**: 2.01
**Charge**: +1
**Multiplicity**: 3

---

Entry 2:
Here is C33H64Cl2F2NO28PdS2 as an isolated structure at a distorted geometry from the OMol25 dataset. Energies are from the ωB97M-V functional and the def2-TZVPD basis.

CARTESIAN COORDINATES (ANGSTROEM)
Pd: -3.139450 -0.522399 -1.528303
N: -1.636730 0.772451 -0.993653
S: -1.239940 1.447341 0.350007
O: -0.801900 2.818911 0.317227
O: -0.632820 0.670921 1.448867
F: -2.726320 1.622481 0.951547
S: -0.143150 1.035001 -1.756743
O: 1.110060 0.475981 -1.182813
O: -0.115290 2.268571 -2.532953
F: -0.413340 -0.157759 -2.824663
Cl: 3.089370 5.887471 -2.439243
C: 2.452690 4.386441 -3.142723
C: 2.828320 4.288261 -4.616883
Cl: 2.064310 2.876741 -5.320233
H: 1.367580 4.450811 -3.062133
H: 2.790640 3.596271 -2.472263
H: 3.904680 4.241931 -4.782393
H: 2.381990 5.100671 -5.190373
C: 5.048350 1.509721 -0.225853
C: 4.116870 1.254201 -1.416503
O: 4.540810 -0.057709 -1.797343
C: 5.348560 -0.606029 -0.949233
O: 5.774390 -1.736279 -0.999163
O: 5.786060 0.297791 -0.060323
H: 4.512310 1.653791 0.712227
H: 5.654220 2.386411 -0.454833
H: 4.383420 2.024511 -2.140153
H: 3.094710 1.372131 -1.056773
C: -0.781430 -6.336429 -0.729423
C: -0.315610 -5.740719 -2.017443
O: -1.052910 -4.499639 -2.186253
C: -0.929120 -3.248259 -1.415933
O: -1.729730 -2.293629 -1.457243
O: 0.098140 -3.351269 -0.588903
C: 0.272850 -2.311599 0.366757
H: -1.858560 -6.473229 -0.633713
H: -0.545700 -5.642259 0.077207
H: -0.200300 -7.257639 -0.687433
H: -0.398430 -6.344869 -2.920903
H: 0.749040 -5.512509 -1.967053
H: 0.392700 -1.349889 -0.132103
H: 1.072870 -2.416879 1.099537
H: -0.676710 -2.261789 0.899637
C: 0.370270 -4.284549 -7.219613
C: -0.167840 -4.300359 -5.831203
O: 0.184820 -3.158399 -5.145963
C: 1.472310 -3.149649 -4.608363
O: 2.294500 -4.071989 -4.683723
O: 1.566380 -2.105109 -3.864913
C: 2.762750 -1.567089 -3.338563
H: 0.116840 -5.223049 -7.712653
H: 1.458530 -4.250099 -7.168583
H: 0.086040 -3.486179 -7.905123
H: 0.076470 -5.243759 -5.342933
H: -1.251650 -4.394289 -5.763283
H: 2.448390 -0.896519 -2.538813
H: 3.294320 -0.964059 -4.074693
H: 3.454840 -2.236169 -2.827253
C: -7.098410 0.732381 -4.836153
C: -5.899230 0.881171 -4.031533
O: -4.801250 1.111711 -4.940413
C: -3.594550 0.891851 -4.619283
O: -3.177000 0.556751 -3.501123
O: -2.832960 1.141371 -5.724883
C: -1.440410 0.908221 -5.726793
H: -7.979410 0.627061 -4.203023
H: -7.060740 -0.198399 -5.402123
H: -7.252290 1.630741 -5.433953
H: -5.802840 -0.008339 -3.408963
H: -6.198820 1.711941 -3.392653
H: -1.122090 0.141001 -5.021003
H: -0.847120 1.768261 -5.416243
H: -1.062750 0.502231 -6.665223
C: 2.343620 2.486451 2.969647
C: 2.226650 0.964381 2.912107
O: 3.561010 0.458881 2.962467
C: 3.864060 -0.801929 2.765117
O: 3.163490 -1.649509 2.251037
O: 5.164310 -0.944029 3.062017
C: 5.922700 -2.070119 2.628407
H: 2.247300 2.887551 3.978577
H: 1.485160 2.882201 2.426937
H: 3.320790 2.786041 2.590867
H: 1.844970 0.646101 1.941997
H: 1.488180 0.506061 3.569907
H: 6.245790 -2.014969 1.588847
H: 5.333010 -2.959309 2.851357
H: 6.752320 -1.984299 3.330167
C: -2.807620 6.140931 0.357047
C: -3.165440 4.977211 1.218177
O: -2.992710 5.230481 2.610587
C: -1.833900 4.901871 3.308977
O: -0.830650 4.416601 2.905427
O: -2.021290 5.490911 4.509877
C: -0.921120 5.613891 5.404177
H: -3.004500 5.991291 -0.704533
H: -1.726460 6.267121 0.299917
H: -3.286500 7.092121 0.589467
H: -2.583200 4.066471 1.078027
H: -4.216350 4.733071 1.062987
H: -1.242700 5.548631 6.443617
H: -0.284120 6.496631 5.348517
H: -0.179850 4.816021 5.359047
C: -0.500890 1.665191 4.983897
C: -0.510290 0.555611 5.997447
O: 0.776610 -0.158559 5.926757
C: 1.896730 0.416171 6.375967
O: 2.007750 1.463561 6.971947
O: 2.952660 -0.481459 6.213507
C: 4.204250 -0.262979 6.705047
H: -1.314790 2.353851 5.210667
H: -0.584150 1.408011 3.927947
H: 0.398880 2.278861 5.027707
H: -1.353520 -0.113119 5.824587
H: -0.671900 0.966081 6.994187
H: 4.741000 0.593441 6.296967
H: 4.812100 -1.146349 6.509387
H: 4.068590 -0.145069 7.780127
C: -2.666820 -5.071999 2.558737
C: -3.831700 -4.394539 1.920937
O: -3.430920 -3.267159 1.127337
C: -3.421730 -1.912109 1.528027
O: -3.347820 -1.052669 0.652687
O: -3.659200 -1.828189 2.845127
C: -3.556010 -0.556139 3.488417
H: -2.948530 -5.934519 3.162717
H: -2.250960 -4.399739 3.309227
H: -1.909960 -5.400019 1.846237
H: -4.604910 -4.199569 2.664057
H: -4.147210 -5.136449 1.187367
H: -2.494940 -0.312859 3.543737
H: -3.896190 -0.574049 4.523817
H: -4.117690 0.285291 3.082677

Cartesian forces (eV/Å) of the 6 atoms listed first:
Pd 0.6 -1.1 0.1
N 2.8 0.8 -1.0
S -1.0 2.1 9.5
O 0.3 -1.4 -1.7
O -0.9 0.3 -3.1
F 0.1 -0.3 -0.9

**HOMO (alpha / beta)**: -12.19 / -12.19 eV
**⟨S²⟩**: 2.00
**Charge**: +1
**Multiplicity**: 3

---

> Which value of ⟨S²⟩ does entry 2 give?

2.00

---

> charge of number 2 (C33H64Cl2F2NO28PdS2)?

+1

---

> ⟨S²⟩ of number 2 (C33H64Cl2F2NO28PdS2)?

2.00